Entry 1:
{
  "formula": "C46H49F3N2P2RuSi2",
  "method": "the ωB97M-V functional and the def2-TZVPD basis",
  "elements": ["Ru", "C", "Si", "C", "C", "N", "P", "C", "P", "N", "Si", "C", "C", "C", "C", "C", "C", "C", "C", "C", "C", "C", "C", "C", "C", "C", "C", "C", "C", "C", "C", "C", "C", "C", "C", "C", "C", "C", "H", "H", "H", "H", "H", "H", "H", "H", "H", "H", "H", "H", "H", "H", "H", "H", "H", "H", "H", "H", "H", "H", "H", "H", "H", "H", "H", "H", "H", "H", "H", "H", "H", "H", "H", "H", "H", "H", "C", "C", "C", "C", "C", "C", "C", "C", "C", "C", "C", "C", "C", "C", "H", "H", "H", "H", "H", "H", "H", "H", "H", "H", "H", "F", "C", "F", "F"],
  "positions_angstrom": [[-0.08866, -0.02110, -1.19676], [3.30904, -1.17290, -3.47516], [3.59864, -0.92540, -1.60086], [4.98114, -2.13260, -1.05696], [4.31564, 0.81990, -1.24556], [2.03874, -1.20140, -0.93096], [1.56004, -1.14360, 0.60194], [-0.10006, -0.82100, 0.90374], [-1.71826, -1.25130, 0.41414], [-2.53866, -0.81960, -0.89186], [-3.01716, -1.03430, -2.51266], [-3.50176, -2.78890, -3.11716], [-1.71476, -0.33370, -3.75576], [-4.59426, 0.03960, -2.67896], [-2.46316, -2.57480, 1.43794], [-3.73136, -3.07650, 1.17244], [-4.23266, -4.11410, 1.93744], [-3.47676, -4.64950, 2.96854], [-2.22516, -4.13020, 3.25164], [-1.71976, -3.09510, 2.48904], [-2.48466, 0.04740, 1.54614], [-3.82356, 0.37150, 1.34154], [-4.49076, 1.23650, 2.18754], [-3.82606, 1.80030, 3.26614], [-2.49316, 1.49320, 3.48134], [-1.83806, 0.61290, 2.64004], [2.39884, 0.21650, 1.48004], [1.83224, 1.48310, 1.43534], [2.45234, 2.54140, 2.07434], [3.64744, 2.33600, 2.74794], [4.23784, 1.08130, 2.75804], [3.61824, 0.02280, 2.11754], [2.15144, -2.56630, 1.56764], [1.93654, -2.55580, 2.94324], [2.28414, -3.65770, 3.69974], [2.84774, -4.76800, 3.08584], [3.06604, -4.77650, 1.71784], [2.70684, -3.68040, 0.95574], [3.85604, -0.44080, -4.06216], [2.25154, -1.07790, -3.71296], [3.62814, -2.16000, -3.79356], [5.93404, -1.80000, -1.45736], [4.80454, -3.13820, -1.42496], [5.07404, -2.18890, 0.02334], [5.05524, 1.09890, -1.99266], [4.80424, 0.84230, -0.27556], [3.54174, 1.58310, -1.23666], [-2.62806, -3.38130, -3.37486], [-4.14346, -2.72830, -3.99326], [-4.04256, -3.32930, -2.34376], [-0.68806, -0.38590, -3.33086], [-1.92116, 0.71020, -3.97866], [-1.70156, -0.87740, -4.69646], [-5.40866, -0.35320, -2.08006], [-4.92376, 0.05510, -3.71126], [-4.41066, 1.06080, -2.36676], [-4.30376, -2.65920, 0.35444], [-5.21306, -4.51770, 1.72054], [-3.85566, -5.48360, 3.54104], [-1.63456, -4.54700, 4.05604], [-0.73556, -2.69210, 2.68984], [-4.32206, -0.04750, 0.47864], [-5.53376, 1.47330, 2.00874], [-4.33886, 2.48370, 3.93164], [-1.96806, 1.93540, 4.32064], [-0.79846, 0.36560, 2.82244], [0.89144, 1.61820, 0.89744], [1.99814, 3.52330, 2.05604], [4.12414, 3.15690, 3.26814], [5.17814, 0.92700, 3.27024], [4.07954, -0.95650, 2.10904], [1.50644, -1.67460, 3.40854], [2.11594, -3.65820, 4.76864], [3.11394, -5.63170, 3.67744], [3.50614, -5.64700, 1.24804], [2.84074, -3.67080, -0.11476], [-0.84786, 5.99340, 1.54624], [-2.02346, 5.26150, 1.62294], [-2.14926, 4.07090, 0.93944], [-1.10596, 3.59090, 0.14104], [0.08904, 4.32010, 0.09714], [0.20904, 5.50770, 0.79024], [-1.33046, 2.38490, -0.63506], [-0.60906, 1.97550, -1.70706], [0.22794, 2.66010, -2.61256], [1.44464, 2.07420, -3.03336], [2.25944, 2.69560, -3.94696], [1.86994, 3.90030, -4.52676], [0.65404, 4.47170, -4.16346], [-0.15136, 3.87990, -3.21786], [-0.75176, 6.93040, 2.08054], [-2.85236, 5.62210, 2.21964], [-3.06366, 3.49700, 0.99864], [0.91724, 3.93630, -0.48146], [1.13414, 6.06710, 0.73684], [-2.21016, 1.81210, -0.34256], [1.72324, 1.11340, -2.58806], [3.20174, 2.24080, -4.22366], [2.50644, 4.38290, -5.25346], [0.34324, 5.40230, -4.62546], [-1.08136, 4.34400, -2.91666], [-1.83876, -3.78060, -0.95956], [-0.90966, -2.86070, -0.60256], [-0.34096, -2.49550, -1.80666], [0.04934, -3.59700, 0.00594]],
  "mulliken_charge": [-0.2330, -1.2564, 0.3275, -1.3490, -0.8698, 0.0692, 2.2264, -2.3741, 3.8032, -0.0969, 0.4679, -1.3372, -0.4425, -1.3663, 0.7690, -0.5593, -0.8158, -0.6911, -0.7480, -0.7511, 0.4584, -0.0572, -0.7462, -0.7335, -0.6851, -0.3064, 0.3923, -0.4769, -0.7263, -0.8532, -0.7700, -0.3131, 0.4433, -0.7558, -0.7579, -0.6191, -1.0607, -0.3592, 0.3601, 0.1689, 0.3753, 0.4484, 0.3515, 0.3108, 0.4622, 0.3542, 0.0688, 0.3076, 0.4200, 0.2937, -0.4539, 0.3122, 0.5614, 0.3125, 0.3992, 0.2798, 0.2460, 0.4334, 0.3873, 0.4762, 0.1861, 0.1451, 0.4038, 0.3652, 0.4642, 0.1124, 0.1728, 0.5129, 0.3919, 0.4217, 0.3650, 0.3950, 0.4522, 0.3936, 0.4311, 0.6385, -0.5220, -0.6995, -0.5615, 0.4468, 0.0632, -0.9334, -0.8632, -0.3505, 0.5912, 0.7985, -0.5639, -0.5589, -0.7568, -0.0420, 0.3911, 0.4142, 0.4654, 0.5861, 0.4192, 0.0780, -0.3225, 0.3454, 0.4043, 0.3972, 0.4852, -0.3224, 0.3916, -0.0850, -0.2691],
  "charge": -1,
  "multiplicity": 2,
  "lumo_ev": [1.566, 2.008],
  "gap_ev": [5.63, 6.23]
}

=====

Entry 2:
{
  "formula": "C32H40BF7FeNP2Se",
  "method": "the ωB97M-V functional and the def2-TZVPD basis",
  "elements": ["Fe", "C", "C", "C", "P", "C", "C", "C", "C", "C", "C", "C", "C", "C", "C", "N", "C", "C", "C", "C", "C", "C", "C", "P", "C", "C", "C", "C", "C", "C", "H", "H", "H", "H", "H", "H", "H", "H", "H", "H", "H", "H", "H", "H", "H", "H", "H", "H", "H", "H", "H", "H", "H", "H", "H", "H", "H", "H", "H", "H", "H", "H", "H", "H", "H", "H", "H", "H", "H", "H", "F", "B", "F", "F", "C", "C", "F", "C", "F", "C", "Se", "C", "F", "C", "F"],
  "positions_angstrom": [[-0.61177, 0.38693, -0.70472], [-1.60467, -2.64512, 4.32193], [-0.26680, -2.04478, 3.88591], [0.71443, -3.13236, 3.43784], [-0.48823, -0.81346, 2.53011], [-1.49695, 0.56936, 3.27482], [-2.94798, 0.54857, 2.77408], [-0.90977, 1.96659, 3.04284], [1.19569, -0.12072, 2.34941], [1.86088, 0.27937, 3.51680], [3.07424, 0.93806, 3.49387], [3.77414, 1.34632, 4.76595], [3.59405, 1.25839, 2.23830], [2.95470, 0.87548, 1.08070], [1.76812, 0.11940, 1.08982], [1.19148, -0.33478, -0.11600], [2.02603, -0.85235, -1.11984], [3.34079, -1.30021, -0.88657], [4.15238, -1.73338, -1.91786], [3.71188, -1.77761, -3.24082], [4.61635, -2.22957, -4.36250], [2.38716, -1.44921, -3.46051], [1.54649, -1.02156, -2.43523], [-0.23401, -0.84276, -2.68682], [-0.39932, 0.00932, -4.32316], [-1.87320, 0.35156, -4.57204], [0.45377, 1.28015, -4.35502], [-0.79110, -2.58068, -3.06127], [-2.27359, -2.74276, -2.68874], [0.03433, -3.65067, -2.34884], [-1.44970, -3.29514, 5.18706], [-2.04463, -3.23954, 3.52010], [-2.32464, -1.87374, 4.60556], [0.16203, -1.50698, 4.73198], [0.34089, -3.65329, 2.55392], [0.84052, -3.86857, 4.23596], [1.69304, -2.71400, 3.20005], [-1.49666, 0.36032, 4.34861], [-2.99860, 0.84195, 1.72406], [-3.53736, 1.26875, 3.34744], [-3.41152, -0.43378, 2.87038], [-0.82357, 2.18394, 1.97628], [0.07237, 2.10030, 3.48926], [-1.58675, 2.70701, 3.47783], [1.40810, 0.08585, 4.48483], [3.32439, 0.85923, 5.63176], [3.71256, 2.42699, 4.92066], [4.83300, 1.08007, 4.73948], [4.51512, 1.83004, 2.16888], [3.36250, 1.17273, 0.12063], [3.72608, -1.31019, 0.12386], [5.16709, -2.04633, -1.68659], [5.64962, -1.93651, -4.17379], [4.30849, -1.79578, -5.31494], [4.59769, -3.31714, -4.47220], [1.98646, -1.54778, -4.46776], [-0.05328, -0.68283, -5.09349], [-2.26430, 0.96841, -3.75913], [-2.49261, -0.54302, -4.65262], [-1.97664, 0.91547, -5.50150], [0.18650, 1.95079, -3.53662], [0.28244, 1.82010, -5.29006], [1.51703, 1.05801, -4.27443], [-0.67678, -2.69697, -4.14229], [-2.38702, -2.74695, -1.60408], [-2.65713, -3.69042, -3.07569], [-2.89838, -1.93996, -3.08586], [-0.05334, -3.54892, -1.26632], [1.09078, -3.61421, -2.61074], [-0.35221, -4.63596, -2.62573], [-1.08139, -2.92416, 0.71738], [-1.55246, -1.74837, 1.22000], [-2.08557, -0.93617, 0.18158], [-5.15118, 6.47517, 1.19804], [-4.23859, 5.62548, 0.73795], [-2.97544, 6.07458, 0.41371], [-2.67630, 7.36363, 0.56249], [-2.02918, 5.18760, -0.06173], [-0.82274, 5.66670, -0.35834], [-2.31350, 3.84177, -0.22984], [-1.00622, 2.67958, -0.93484], [-3.58996, 3.41878, 0.10820], [-3.92878, 2.13434, -0.02329], [-4.54856, 4.29052, 0.58341], [-5.76880, 3.85395, 0.89360]],
  "mulliken_charge": [0.5728, -1.3623, 0.3461, -1.5460, 0.2685, 0.6620, -1.5481, -1.3129, 0.5707, -0.3472, 0.5567, -1.7423, -0.8438, 0.0241, -1.4157, 0.1306, -0.0668, -0.5996, -0.9585, 0.4720, -1.6669, 0.2903, -0.8234, 1.1606, 0.4693, -1.4290, -1.2196, 0.5162, -1.2736, -1.2921, 0.4636, 0.2618, 0.3058, 0.4234, 0.2364, 0.4699, 0.2561, 0.5364, 0.0602, 0.5941, 0.3134, 0.0889, 0.2971, 0.5177, 0.2146, 0.3578, 0.3260, 0.3929, 0.4101, 0.6174, 0.5080, 0.3927, 0.4020, 0.3777, 0.2990, 0.2549, 0.4770, 0.1992, 0.2925, 0.4810, 0.0697, 0.4885, 0.2394, 0.5471, 0.0938, 0.4966, 0.2522, 0.0857, 0.2657, 0.5048, -0.1993, 0.8307, -0.4072, -0.3030, 0.6257, 0.2968, -0.2973, 0.1617, -0.3069, -0.4262, -0.4475, 0.6095, -0.3124, 0.0259, -0.3135],
  "multiplicity": 6,
  "lumo_ev": [0.513, 0.215],
  "gap_ev": [6.75, 7.57]
}

=====

Entry 3:
{
  "formula": "C12H12N2O",
  "method": "the ωB97M-V functional and the def2-TZVPD basis",
  "elements": ["C", "C", "C", "N", "C", "C", "C", "O", "C", "C", "C", "C", "C", "C", "N", "H", "H", "H", "H", "H", "H", "H", "H", "H", "H", "H", "H"],
  "positions_angstrom": [[2.89029, -1.16529, -1.74536], [1.75169, -1.36358, -0.77173], [0.90737, -0.34271, -0.43799], [0.79097, 0.93916, -0.99713], [-0.24017, 1.45643, -0.40851], [-0.74662, 2.74161, -0.62282], [-1.82906, 3.17351, 0.20358], [-2.25728, 4.48682, 0.06992], [-2.42468, 2.31200, 1.13430], [-1.93893, 1.02774, 1.28764], [-0.87005, 0.61770, 0.50808], [-0.16455, -0.52818, 0.54189], [-0.30333, -1.80388, 1.31466], [0.21657, -2.86313, 0.36720], [1.56498, -2.61819, -0.19862], [3.06506, -2.13046, -2.28361], [3.75322, -0.89842, -1.14211], [2.64712, -0.40155, -2.49340], [-0.25988, 3.41579, -1.34968], [-1.79914, 4.87551, -0.70044], [-3.23308, 2.60374, 1.74947], [-2.33984, 0.40653, 2.06187], [0.29751, -1.74150, 2.26841], [-1.29843, -2.00370, 1.64225], [0.19636, -3.83971, 0.85508], [-0.51542, -2.93846, -0.44534], [2.13931, -3.41780, -0.40763]],
  "mulliken_charge": [-1.3136, 0.3926, 0.4827, -0.8761, -0.5676, -0.2938, 1.0024, -0.5545, -0.8376, -0.7539, 0.5746, 0.1375, -0.4789, -0.8801, -0.1702, 0.4024, 0.2825, 0.3397, 0.2657, 0.2790, 0.4582, 0.4226, 0.2427, 0.4229, 0.4269, 0.3442, 0.2497],
  "multiplicity": 1,
  "lumo_ev": -0.283,
  "gap_ev": 6.71
}

=====

What is the formula in the third record? C12H12N2O